(1)
Entry from OMol25: a cluster of 3 separate species, C25H44N2O7 in total (ωB97M-V with the def2-TZVPD basis set).

Geometry (Å):
C  -1.179  -9.818  -4.648
C  0.159  -9.943  -3.953
O  0.487  -8.705  -3.337
C  1.673  -8.789  -2.568
C  2.004  -7.414  -2.087
C  2.772  -6.495  -2.685
O  3.492  -6.601  -3.824
C  2.819  -5.266  -1.827
O  3.417  -4.254  -1.999
O  2.021  -5.504  -0.737
C  1.527  -6.812  -0.823
O  0.857  -7.272  0.040
H  -1.184  -8.984  -5.356
H  -1.997  -9.698  -3.932
H  -1.368  -10.735  -5.218
H  0.943  -10.217  -4.676
H  0.117  -10.739  -3.194
H  2.503  -9.156  -3.188
H  1.524  -9.461  -1.713
H  3.118  -6.042  -4.521
C  1.135  -2.321  1.727
C  -0.108  -1.990  0.870
C  0.027  -2.559  -0.545
C  1.040  -1.816  -1.413
C  0.728  -0.322  -1.451
C  0.634  0.298  -0.055
N  -0.327  -0.510  0.765
O  -1.556  -0.188  0.560
C  2.025  0.372  0.589
C  0.095  1.719  -0.141
C  -1.327  -2.603  1.548
H  0.910  -3.139  2.411
H  1.990  -2.631  1.126
H  1.438  -1.476  2.341
H  -0.953  -2.519  -1.032
H  0.296  -3.614  -0.459
H  2.057  -1.993  -1.057
H  1.003  -2.219  -2.427
H  1.495  0.214  -2.016
H  -0.221  -0.165  -1.975
H  1.951  0.697  1.628
H  2.623  1.108  0.050
H  2.571  -0.566  0.560
H  -0.855  1.765  -0.668
H  0.812  2.342  -0.679
H  -0.048  2.141  0.855
H  -1.483  -2.168  2.536
H  -1.151  -3.673  1.665
H  -2.233  -2.463  0.965
C  -1.514  4.512  2.431
C  -2.179  5.648  1.621
C  -1.524  5.803  0.244
C  -0.130  6.424  0.291
C  -0.152  7.750  1.050
C  -0.752  7.626  2.452
N  -2.092  6.961  2.338
O  -3.033  7.779  2.021
C  0.201  6.855  3.376
C  -0.962  9.006  3.061
C  -3.651  5.298  1.440
H  -2.141  3.622  2.419
H  -0.543  4.225  2.026
H  -1.380  4.780  3.476
H  -2.168  6.433  -0.377
H  -1.490  4.819  -0.230
H  0.584  5.732  0.747
H  0.220  6.594  -0.728
H  0.859  8.154  1.142
H  -0.736  8.479  0.479
H  -0.272  6.655  4.337
H  1.084  7.468  3.558
H  0.546  5.912  2.960
H  -1.561  9.646  2.419
H  0.012  9.477  3.207
H  -1.459  8.932  4.029
H  -4.159  5.242  2.403
H  -3.715  4.322  0.958
H  -4.170  6.025  0.820

Properties
Gap between HOMO and LUMO (spin up / spin down) in eV: 6.91 / 8.10
LUMO level (spin up / spin down) in eV: -1.0 / -1.0
Total energy in eV: -43947.8926
M in g mol⁻¹: 484.63
2S+1: 3
Max |F| in eV/A: 0.83


(2)
Entry from OMol25: a structure of composition C2H4OS2 in a non-equilibrium geometry (ωB97M-V with the def2-TZVPD basis set).

Geometry (Å):
C  -0.402  -0.548  0.084
C  0.471  0.641  -0.187
H  -1.227  1.398  0.047
H  -0.427  -0.699  1.383
H  -0.014  -1.538  -0.569
H  1.527  -1.119  -0.025
O  0.222  1.766  -0.088
S  -2.264  0.094  -0.335
S  2.114  0.004  -0.310

Properties
Gap between HOMO and LUMO in eV: 8.89
Energy above the lowest of the compared OMol25 structures with the same formula, charge and spin in kJ/mol: 294.23
LUMO level in eV: 0.1
Total energy in eV: -25853.4459
M in g mol⁻¹: 108.19
Max |F| in eV/A: 6.51


(3)
Entry from OMol25: an isolated molecule of C4H7NOS2 in a non-equilibrium geometry (ωB97M-V with the def2-TZVPD basis set).

Geometry (Å):
C  -3.024  -0.722  -0.792
C  -1.684  -0.138  -0.341
S  -1.870  1.498  0.202
S  -0.457  -1.195  0.189
C  0.902  -0.310  1.127
C  1.877  0.376  0.213
N  3.007  -0.228  0.031
O  3.758  0.530  -0.851
H  -3.437  -0.099  -1.755
H  -3.954  -0.644  0.072
H  -2.930  -1.920  -1.014
H  0.598  0.260  1.919
H  1.427  -1.363  1.406
H  1.374  1.132  -0.384
H  4.622  -0.088  -1.150

Properties
Structure (SMILES): CC(=S)SC/C=N/O
Gap between HOMO and LUMO in eV: 7.91
Energy above the lowest of the compared OMol25 structures with the same formula, charge and spin in kJ/mol: 455.75
LUMO level in eV: -0.6
Total energy in eV: -29465.0669
M in g mol⁻¹: 149.24
Max |F| in eV/A: 5.62


(4)
Entry from OMol25: an isolated molecule of C8H2Cl5NO2 in a non-equilibrium geometry (ωB97M-V with the def2-TZVPD basis set).

Geometry (Å):
O  -4.149  -0.182  0.846
N  -3.450  0.675  1.329
O  -3.826  1.629  2.020
C  -2.070  0.636  1.079
C  -1.435  -0.266  0.247
C  0.043  -0.331  -0.104
C  1.087  -0.041  0.821
Cl  0.757  0.222  2.530
C  2.387  0.092  0.384
Cl  3.601  0.630  1.499
C  2.718  -0.203  -0.919
Cl  4.329  -0.014  -1.501
C  1.735  -0.614  -1.856
Cl  2.215  -0.982  -3.523
C  0.394  -0.655  -1.461
Cl  -0.829  -1.051  -2.652
H  -1.400  1.355  1.554
H  -2.107  -0.901  -0.294

Properties
Structure (SMILES): O=[N+]([O-])/C=C/c1c(Cl)c(Cl)c(Cl)c(Cl)c1Cl
Gap between HOMO and LUMO in eV: 8.29
LUMO level in eV: -1.5
Total energy in eV: -76521.9163
M in g mol⁻¹: 321.37
Max |F| in eV/A: 5.27


(5)
Entry from OMol25: a structure of composition C15H24AuCl2SSb (ωB97M-V with the def2-TZVPD basis set).

Geometry (Å):
Au  0.288  1.077  -2.543
Cl  2.242  -0.756  -3.688
C  1.182  -2.089  -3.345
C  1.781  -3.292  -3.016
C  0.995  -4.384  -2.695
C  -0.384  -4.255  -2.692
C  -0.969  -3.045  -3.021
Cl  -2.695  -2.946  -2.985
C  -0.212  -1.911  -3.375
S  -1.015  -0.432  -3.867
H  2.859  -3.365  -3.010
H  1.454  -5.331  -2.447
H  -1.019  -5.091  -2.431
C  0.472  1.419  3.316
C  1.376  1.604  2.107
C  2.012  2.989  2.082
Sb  0.381  1.214  0.168
C  -0.113  -0.919  0.313
C  -0.971  -1.391  1.481
C  1.201  -1.695  0.238
C  -1.540  2.270  0.170
C  -2.353  2.260  1.459
C  -1.290  3.696  -0.314
H  1.076  1.473  4.227
H  -0.039  0.459  3.310
H  -0.278  2.207  3.372
H  2.162  0.846  2.111
H  1.250  3.771  2.043
H  2.678  3.118  1.228
H  2.597  3.148  2.992
H  -0.668  -1.079  -0.615
H  -0.397  -1.416  2.408
H  -1.324  -2.407  1.285
H  -1.852  -0.766  1.628
H  1.738  -1.638  1.190
H  1.857  -1.316  -0.549
H  1.009  -2.750  0.026
H  -2.084  1.725  -0.607
H  -1.877  2.868  2.229
H  -2.490  1.252  1.850
H  -3.345  2.682  1.273
H  -0.722  4.269  0.424
H  -2.239  4.214  -0.476
H  -0.737  3.713  -1.255

Properties
Gap between HOMO and LUMO in eV: 7.48
Energy above the lowest of the compared OMol25 structures with the same formula, charge and spin in kJ/mol: 92.63
LUMO level in eV: -0.1
Total energy in eV: -62054.0082
M in g mol⁻¹: 626.06
Max |F| in eV/A: 0.74


(6)
Entry from OMol25: a structure of composition C3H3LiO3Sm in a non-equilibrium geometry (ωB97M-V with the def2-TZVPD basis set).

Geometry (Å):
O  0.355  -0.103  0.921
C  -1.022  -0.102  0.767
C  -1.622  -0.994  -0.025
O  0.592  1.046  -0.987
C  1.105  0.302  -0.138
O  2.232  -0.240  -0.215
Sm  4.796  0.454  -0.159
H  -1.546  0.623  1.396
H  -2.710  -1.011  -0.096
H  -1.067  -1.802  -0.503
Li  -1.113  1.827  -0.961

Properties
Gap between HOMO and LUMO (spin up / spin down) in eV: 6.90 / 7.09
Energy above the lowest of the compared OMol25 structures with the same formula, charge and spin in kJ/mol: 30.59
LUMO level (spin up / spin down) in eV: -9.3 / -9.1
Total energy in eV: -27395.4803
Charge: +2
M in g mol⁻¹: 244.36
2S+1: 7
Max |F| in eV/A: 3.23


(7)
Entry from OMol25: an isolated molecule of C21H26N4O3S in a non-equilibrium geometry (ωB97M-V with the def2-TZVPD basis set).

Geometry (Å):
C  -2.786  -4.140  -1.180
C  -2.890  -2.625  -1.347
C  -4.074  -2.104  -0.552
O  -5.089  -2.752  -0.409
N  -3.942  -0.895  0.088
C  -4.989  -0.609  1.073
C  -4.617  0.525  2.018
C  -3.125  0.446  2.344
C  -2.409  0.684  1.053
C  -1.364  1.580  0.916
C  -0.814  1.817  -0.330
S  0.583  2.932  -0.478
O  0.592  3.461  -1.810
O  0.555  3.827  0.640
N  1.958  2.014  -0.322
C  2.353  1.183  -1.432
C  1.882  -0.268  -1.240
N  2.341  -0.772  0.035
C  3.571  -1.363  0.197
C  4.256  -2.007  -0.848
C  5.448  -2.639  -0.569
C  5.945  -2.633  0.729
C  5.197  -1.982  1.691
N  4.056  -1.366  1.442
C  1.820  0.027  1.130
C  2.280  1.483  0.982
C  -1.333  1.216  -1.461
C  -2.384  0.326  -1.340
C  -2.905  0.021  -0.082
H  -2.011  -4.539  -1.829
H  -3.735  -4.604  -1.431
H  -2.544  -4.393  -0.151
H  -1.966  -2.143  -1.028
H  -3.058  -2.400  -2.403
H  -5.160  -1.534  1.633
H  -5.916  -0.381  0.537
H  -4.823  1.491  1.553
H  -5.222  0.447  2.921
H  -2.890  -0.546  2.740
H  -2.840  1.191  3.086
H  -0.973  2.113  1.768
H  1.930  1.630  -2.331
H  3.447  1.199  -1.503
H  2.242  -0.890  -2.058
H  0.787  -0.305  -1.237
H  3.870  -2.021  -1.853
H  5.991  -3.137  -1.360
H  6.876  -3.116  0.978
H  5.521  -1.938  2.723
H  2.196  -0.392  2.062
H  0.727  -0.035  1.103
H  1.809  2.134  1.716
H  3.367  1.524  1.113
H  -0.926  1.477  -2.425
H  -2.819  -0.115  -2.222

Properties
Structure (SMILES): CCC(=O)N1CCCc2cc(S(=O)(=O)N3CCN(c4ccccn4)CC3)ccc21
Gap between HOMO and LUMO in eV: 8.34
Energy above the lowest of the compared OMol25 structures with the same formula, charge and spin in kJ/mol: 150.67
LUMO level in eV: 0.4
Total energy in eV: -45137.7159
M in g mol⁻¹: 414.53
Max |F| in eV/A: 1.12


(8)
Entry from OMol25: the ion C3H12N3O with charge +1 in a non-equilibrium geometry (ωB97M-V with the def2-TZVPD basis set).

Geometry (Å):
C  -0.088  -1.767  -0.375
C  0.091  -0.336  -0.058
N  -0.327  -0.036  1.509
C  -1.067  0.723  -0.812
O  -2.118  0.910  0.067
N  1.416  0.075  -0.096
N  1.743  1.450  -0.330
H  0.823  -2.487  -0.335
H  -0.891  -2.044  0.241
H  -0.486  -1.824  -1.332
H  -0.216  1.002  1.658
H  0.163  -0.404  2.328
H  -1.289  -0.343  1.780
H  -1.142  0.610  -1.936
H  -0.467  1.629  -0.804
H  -2.695  0.083  0.019
H  2.045  -0.641  -0.488
H  2.489  1.780  0.211
H  2.016  1.619  -1.248

Properties
Structure (SMILES): C[C@]([NH3+])(CO)NN
Gap between HOMO and LUMO in eV: 10.63
Energy above the lowest of the compared OMol25 structures with the same formula, charge and spin in kJ/mol: 412.92
LUMO level in eV: -3.2
Total energy in eV: -9814.5335
Charge: +1
M in g mol⁻¹: 106.15
Max |F| in eV/A: 3.80